{"formula": "C6H10N2", "method": "ωB97M-V/def2-TZVPD", "molar_mass_da": 110.16, "e_lumo_ha": 0.013, "de_lowest_kj_mol": 441.7, "homo_lumo_gap_ev": 6.90, "charge": 0, "symbols": ["C", "C", "C", "N", "N", "C", "C", "C", "H", "H", "H", "H", "H", "H", "H", "H", "H", "H"], "xyz": [[1.017879, -1.377573, 0.504119], [-2.416029, 0.167704, 0.094296], [1.118246, 0.128410, 0.355090], [1.803503, 0.840346, 1.239446], [0.184807, 0.320157, -1.980808], [0.212390, 0.707260, -0.587459], [-0.483228, -1.524435, 0.620228], [-1.068399, -0.432790, 0.195075], [2.149584, 0.405334, 2.083118], [1.779078, 1.850207, 1.217814], [1.070486, 0.474651, -2.449544], [-0.095296, -0.645594, -2.092877], [1.441472, -1.905080, -0.358129], [1.558911, -1.726809, 1.389820], [0.039803, 1.776743, -0.454885], [-2.517577, 1.049223, 0.734804], [-3.146605, -0.576677, 0.420100], [-2.649024, 0.468924, -0.930207]], "forces_ev_per_a": [[0.02, 0.35, -0.04], [-0.13, 0.02, -0.01], [0.31, -0.10, 0.52], [-0.45, -0.19, -0.31], [0.21, 0.01, 0.06], [-0.94, -0.44, 0.10], [-0.19, -0.71, 0.20], [1.20, 1.16, -0.41], [0.05, -0.03, -0.14], [-0.05, -0.10, -0.03], [-0.06, -0.02, -0.02], [0.02, 0.03, 0.04], [-0.05, 0.05, 0.03], [-0.01, 0.06, -0.04], [0.03, -0.04, 0.05], [0.01, -0.05, -0.02], [0.04, 0.03, -0.01], [0.00, -0.02, 0.04]], "nbo_charge": [-0.54, -0.67, 0.47, -0.71, -0.83, -0.25, -0.29, -0.02, 0.41, 0.40, 0.35, 0.38, 0.23, 0.21, 0.19, 0.21, 0.24, 0.22]}